The following is a DFT calculation (ωB97M-V with the def2-TZVPD basis set) of C16H18N2OS in the gas phase.

Structure (XYZ):
```
38
C16H18N2OS | the Open Molecules 2025 dataset | ωB97M-V with the def2-TZVPD basis set
O 0.91816 2.09869 2.16347
C 0.60957 1.47885 1.13990
N 0.95630 1.96215 -0.16248
C 0.96728 1.30596 -1.29086
H 0.73118 0.39253 -0.90895
C 2.38070 1.44068 -2.08914
H 2.48629 2.31571 -2.62531
C 3.51344 1.45542 -1.37666
C 4.02075 2.83532 -0.91021
C 3.15265 3.32638 0.28279
H 3.33500 2.75235 0.94684
H 3.52382 4.48087 0.32019
C 1.60826 3.48388 0.05517
H 1.54129 3.77871 -1.17962
H 1.09820 4.08982 0.64013
H 5.21509 2.62170 -0.46095
H 4.09407 3.38098 -1.55656
H 3.52759 0.68110 -0.42794
H 4.25416 0.87903 -2.05242
H 2.38198 0.52787 -2.92530
H 0.14081 1.76480 -1.94125
C 0.21853 0.21875 1.05552
C -1.11455 -0.03440 0.47337
C -1.73867 -1.27640 0.70298
N -3.20316 -1.28005 -0.02708
C -3.60311 -2.69477 0.45943
C -4.73531 -3.14176 0.17703
C -5.17147 -4.45886 0.24697
C -4.18640 -5.18676 1.31082
C -3.10283 -4.73644 1.81290
C -2.79061 -3.39671 1.24508
S -1.38528 -2.39730 1.79537
H -2.52593 -5.28531 2.40698
H -4.64108 -6.10178 1.70150
H -6.01281 -4.81669 0.10352
H -5.35024 -2.67245 -0.87040
H -1.76618 0.85018 -0.08003
H 0.65251 -0.64203 1.84518
```

Properties
Net charge = 0
Kohn-Sham gap = 0.2594 hartree
E = -32731.5337 eV
LUMO level = -1.259 eV
HOMO level = -8.317 eV
SMILES = O=C(/C=C/c1nc2ccccc2s1)N1CCCCCC1



The following is a DFT calculation (ωB97M-V with the def2-TZVPD basis set) of 2 unconnected molecules or ions with the total composition C2H7BrN2.

Structure (XYZ):
```
12
C2H7BrN2 | the Open Molecules 2025 dataset | ωB97M-V with the def2-TZVPD basis set
C -0.22090 -1.74246 0.28988
C 0.50057 1.93246 0.16264
N -0.29883 -0.34404 -0.15139
N 0.39315 0.47762 0.50541
Br 2.84768 -0.32314 0.14723
H 0.75370 -1.98026 0.54757
H -0.79226 -1.79891 1.18774
H -0.68606 -2.34931 -0.41427
H 0.89194 2.31750 1.13226
H 0.86848 2.33629 -0.79207
H -0.51485 2.29653 -0.02795
H -0.47600 -0.16640 -1.17396
```

Properties
Net charge = 0
Kohn-Sham gap (alpha / beta) = 0.2974 / 0.2665 hartree
Expectation value of S² = 2.008
E = -75206.0531 eV
LUMO level (alpha / beta) = 1.003 / -2.463 eV
HOMO level (alpha / beta) = -7.089 / -9.715 eV
Spin multiplicity = 3



The following is a DFT calculation (ωB97M-V with the def2-TZVPD basis set) of a molecular structure, C43H31Cl2F13N2O9STa.

Structure (XYZ):
```
102
C43H31Cl2F13N2O9STa | the Open Molecules 2025 dataset | ωB97M-V with the def2-TZVPD basis set
Ta 1.70194 -0.34843 0.74008
C 3.28385 -3.00804 7.10696
C 2.55817 -2.44113 5.92078
C 1.21896 -2.70183 5.67476
C 0.58423 -2.20742 4.55353
C 1.24645 -1.43890 3.58143
N 0.61267 -1.09102 2.38201
C -0.76182 -1.34531 2.18462
C -1.27162 -2.64420 2.27252
C -2.61316 -2.91371 2.07877
C -3.51574 -1.89797 1.78109
C -4.97986 -2.17635 1.59772
C -3.00589 -0.61974 1.61437
C -1.65275 -0.33827 1.76504
C -1.07085 1.00373 1.34490
O 0.09782 0.79692 0.62778
C -0.83795 1.88924 2.59782
F -0.25458 3.05743 2.29626
F -0.08841 1.28268 3.50424
F -2.01569 2.16979 3.19460
C -1.94999 1.82578 0.33792
F -3.07048 2.34381 0.86528
F -2.32995 1.07509 -0.69984
F -1.25659 2.84978 -0.16557
C 2.56503 -1.02939 3.92110
C 3.18279 -1.57093 5.04391
C 3.26360 0.15382 3.25537
O 2.53067 0.64962 2.20393
C 4.74864 -0.12686 2.76376
F 5.13339 -1.39568 2.96717
F 5.66805 0.64473 3.38028
F 4.87290 0.12471 1.46104
C 3.29514 1.33600 4.28494
F 2.08198 1.54858 4.79009
F 3.68625 2.47289 3.70672
F 4.10098 1.12075 5.33804
H 2.71013 -3.81194 7.56986
H 3.46431 -2.24893 7.87256
H 4.25395 -3.41867 6.82195
H 0.65182 -3.31601 6.36642
H -0.46061 -2.43751 4.42714
H -0.57699 -3.44949 2.46869
H -2.95863 -3.93929 2.14412
H -5.15214 -3.22744 1.36475
H -5.39728 -1.58371 0.78246
H -5.54965 -1.94139 2.50004
H -3.68153 0.17169 1.31679
H 4.20247 -1.27716 5.26045
C 0.47716 6.29153 -2.67473
C -0.29989 5.28493 -3.49961
C -1.80205 5.53590 -3.44909
C -2.49559 4.65844 -4.47786
C -2.02884 3.22977 -4.38102
C -2.76483 2.21233 -4.95832
C -2.35837 0.89305 -4.83093
F -3.09987 -0.06084 -5.42633
C -1.24980 0.53959 -4.10834
C -0.49767 1.55076 -3.51246
C 0.66503 1.14358 -2.67889
O 0.99246 -0.03359 -2.61680
C 1.32927 2.24457 -2.02151
C 0.95958 3.52614 -2.30669
N -0.06020 3.88616 -3.10003
C -0.86214 2.88973 -3.67542
C 2.43818 2.10211 -1.04560
O 3.14316 3.02364 -0.70212
O 2.55983 0.88250 -0.54658
H 0.25090 7.28688 -3.05698
H 1.55487 6.15190 -2.73916
H 0.18611 6.25879 -1.62351
H 0.01643 5.36908 -4.54768
H -2.00253 6.59046 -3.64419
H -2.15792 5.31017 -2.44001
H -2.29287 5.04653 -5.48145
H -3.57874 4.68715 -4.34572
H -3.67609 2.42922 -5.50221
H -0.95071 -0.49183 -3.97920
H 1.52339 4.31846 -1.83934
O 3.14009 -3.77223 2.03992
C 3.46466 -3.01119 1.17405
O 3.04182 -1.76059 1.07209
H 4.17311 -3.24523 0.36361
Cl 4.71232 -4.14813 -3.10608
C 3.49108 -2.85408 -2.98221
Cl 4.10501 -1.41381 -2.18661
H 2.66096 -3.23143 -2.39399
H 3.17936 -2.59959 -3.98813
O -4.24983 -3.93945 -4.72712
C -4.19305 -3.01726 -3.72908
O -5.17838 -2.38408 -3.46524
C -2.89453 -2.87337 -3.01449
C -1.73560 -3.58206 -3.33374
C -0.57577 -3.42616 -2.59589
C -0.53087 -2.54367 -1.51297
S 0.91520 -2.49439 -0.52282
C -1.68260 -1.82247 -1.21667
C -2.84515 -1.98370 -1.94024
H -3.39567 -4.38182 -4.79851
H -1.69344 -4.27750 -4.16697
H 0.30234 -4.00434 -2.85490
H -1.65966 -1.13895 -0.38700
H -3.73364 -1.42197 -1.68383
```

Properties
Net charge = -1
Kohn-Sham gap = 0.2586 hartree
E = -139273.2080 eV
LUMO level = 2.028 eV
HOMO level = -5.008 eV



The following is a DFT calculation (ωB97M-V with the def2-TZVPD basis set) of a molecular structure, C20H16N7O4Pd.

Structure (XYZ):
```
48
C20H16N7O4Pd | the Open Molecules 2025 dataset | ωB97M-V with the def2-TZVPD basis set
Pd -0.08647 1.27010 -0.66107
N 0.29889 1.53113 3.60669
C -0.00271 1.81509 2.36060
N 0.64254 1.23585 1.29950
C 1.67490 0.38547 1.46286
N 2.40259 0.12469 0.39661
N 1.81027 0.59508 -0.70216
C 2.42086 0.37311 -1.86706
C 1.54633 0.55776 -2.99874
C 1.85515 0.24363 -4.34010
C 1.07956 0.74535 -5.34202
C -0.12054 1.46785 -5.00882
C -0.45576 1.63594 -3.65777
N 0.31473 1.10551 -2.68525
C 1.90964 -0.05065 2.81643
C 3.03222 -0.87324 3.01667
C 3.39647 -1.29121 4.30240
C 2.71299 -0.75706 5.41431
C 1.65915 0.15882 5.25906
C 1.27205 0.51448 3.92054
H -0.24141 1.97093 4.36471
H -0.84474 2.43671 2.07598
H 3.46110 0.06862 -1.97822
H 2.76049 -0.30142 -4.54085
H 1.33440 0.57458 -6.40761
H -0.80486 1.84480 -5.72160
H -1.35015 2.14213 -3.37596
H 3.74797 -1.18428 2.21413
H 4.28302 -1.92780 4.37237
H 2.99678 -1.08865 6.41124
H 1.15545 0.47904 6.12312
C -0.08455 -2.36181 -0.44830
C -1.28130 -1.54869 -0.55308
N -1.40720 -0.22512 -0.53844
C -2.73367 0.07621 -0.49655
C -3.45287 -1.07129 -0.73815
N -2.50553 -2.08717 -0.66255
C -4.87974 -1.32705 -0.81869
O -5.70074 -0.32355 -0.55631
O -5.34303 -2.43955 -1.10520
C -3.04730 1.54624 -0.53843
O -4.21392 1.90461 -0.51663
O -1.97498 2.27290 -0.54280
H -0.18655 -3.01415 0.39723
H 0.80167 -1.71489 -0.48526
H -0.02431 -3.00452 -1.33141
H -2.65672 -3.10213 -0.67291
H -5.17018 0.61761 -0.52249
```

Properties
Net charge = +1
Kohn-Sham gap (alpha / beta) = 0.2265 / 0.2497 hartree
Expectation value of S² = 2.015
E = -43093.5679 eV
LUMO level (alpha / beta) = -4.487 / -4.784 eV
HOMO level (alpha / beta) = -10.650 / -11.578 eV
Spin multiplicity = 3



The following is a DFT calculation (ωB97M-V with the def2-TZVPD basis set) of 2 unconnected molecules or ions with the total composition Cl2HO3P.

Structure (XYZ):
```
7
Cl2HO3P | the Open Molecules 2025 dataset | ωB97M-V with the def2-TZVPD basis set
O -1.50807 -0.89700 -0.43148
O 0.73580 -0.78817 0.47604
O 0.29410 1.77839 -0.90713
P -0.01509 -0.77636 -0.99922
Cl 2.38473 -1.06501 0.91995
Cl -0.41098 2.15712 0.48296
H -1.48048 -0.40897 0.45888
```

Properties
Net charge = 0
Kohn-Sham gap = 0.2584 hartree
E = -40487.8987 eV
LUMO level = -1.687 eV
HOMO level = -8.717 eV



Sequential ΔE to the lowest compared entry with this formula, charge and spin output: 1633.79, 0.00, 57.46, 0.00, 160.74 kJ/mol